96
Properties=species:S:1:pos:R:3:forces:R:3 method="wB97M-V/def2-TZVPD" e_lumo_ev=0.291 largest_force_ev_per_a=0.95 spin_multiplicity=1 total_energy_ev=-47355.153 de_lowest_kcal_mol=0.0 homo_ev=-9.678 gap_ev=10.0
C 4.640 -1.823 -0.681 -0.126 0.273 0.012
C 3.657 -2.941 -0.906 -0.300 -0.783 0.442
O 3.016 -2.772 -2.168 0.279 0.253 0.052
H 5.173 -1.946 0.261 -0.008 -0.099 0.008
H 4.117 -0.866 -0.636 0.052 0.016 -0.018
H 5.370 -1.775 -1.490 0.017 -0.063 -0.009
H 2.904 -2.989 -0.107 -0.002 0.376 -0.025
H 4.142 -3.924 -0.834 0.193 0.138 -0.356
H 2.401 -3.503 -2.339 -0.071 0.014 -0.063
C -4.484 -0.179 0.407 -0.161 0.028 0.220
C -4.425 0.384 -0.993 -0.694 0.325 0.405
O -5.131 1.633 -0.984 0.177 -0.021 -0.077
H -5.504 -0.303 0.777 -0.107 -0.132 -0.385
H -4.024 0.498 1.125 0.343 -0.074 -0.149
H -3.982 -1.148 0.422 0.075 0.062 0.209
H -4.940 -0.285 -1.687 0.323 -0.146 -0.128
H -3.380 0.541 -1.275 0.005 -0.109 -0.219
H -5.231 1.929 -1.895 -0.011 0.030 0.052
C 0.848 -0.566 0.562 -0.007 -0.352 -0.765
C -0.565 -0.113 0.211 0.481 0.508 0.215
O -1.358 0.157 1.369 -0.003 -0.258 -0.105
H 0.901 -1.620 0.845 -0.128 0.128 0.462
H 1.272 0.091 1.316 0.067 -0.099 0.144
H 1.477 -0.494 -0.337 -0.067 0.173 0.103
H -1.100 -0.863 -0.373 -0.025 -0.022 -0.016
H -0.454 0.791 -0.400 -0.315 -0.064 0.013
H -1.272 1.076 1.676 0.054 -0.089 0.047
C -1.272 -0.748 -3.877 -0.109 0.562 0.317
C 0.086 -0.520 -4.502 0.115 -0.674 -0.131
O -0.109 -0.338 -5.904 -0.051 0.176 -0.021
H -1.934 0.071 -4.167 -0.054 -0.109 -0.048
H -1.206 -0.715 -2.787 0.083 -0.111 0.009
H -1.730 -1.693 -4.165 0.075 -0.031 -0.157
H 0.720 -1.404 -4.344 0.001 0.074 0.048
H 0.617 0.314 -4.043 -0.170 0.174 -0.046
H 0.622 0.167 -6.268 0.057 -0.058 0.039
C -4.230 -0.455 3.820 0.539 0.603 0.355
C -3.905 -0.737 5.280 -0.594 0.384 0.072
O -4.967 -1.425 5.950 0.326 -0.209 -0.095
H -4.327 -1.373 3.249 -0.161 0.032 -0.107
H -3.427 0.163 3.402 0.099 -0.328 -0.100
H -5.109 0.189 3.732 -0.245 -0.341 0.005
H -3.726 0.215 5.801 0.146 -0.098 -0.076
H -3.007 -1.344 5.375 -0.068 -0.105 0.024
H -5.773 -0.912 5.849 0.009 0.061 -0.038
C 4.106 1.540 -4.353 0.201 0.000 -0.419
C 4.027 0.096 -3.908 -0.325 -0.106 -0.593
O 2.945 -0.046 -2.984 0.654 -0.090 0.162
H 3.176 1.848 -4.836 -0.108 0.053 0.254
H 4.876 1.662 -5.120 0.063 -0.112 0.123
H 4.359 2.215 -3.535 -0.155 -0.004 0.072
H 4.993 -0.239 -3.513 -0.168 0.047 0.329
H 3.814 -0.546 -4.776 0.098 0.103 0.045
H 2.973 -0.965 -2.648 -0.250 0.101 -0.089
C 0.399 0.478 5.081 0.117 0.032 0.149
O 0.369 -0.870 5.501 0.000 0.087 -0.315
H -0.530 0.992 5.356 -0.019 0.095 -0.115
H 1.229 0.991 5.569 -0.026 -0.072 0.100
H 0.566 0.566 4.003 -0.114 0.011 -0.058
H -0.102 -1.343 4.795 0.017 -0.227 0.230
C 4.041 1.305 1.810 0.359 -0.299 -0.134
O 3.326 2.451 1.427 -0.148 0.183 0.008
H 5.012 1.209 1.303 -0.070 0.157 -0.074
H 4.258 1.370 2.876 -0.158 -0.001 0.041
H 3.493 0.378 1.607 -0.069 0.029 0.131
H 3.066 2.370 0.493 0.102 -0.105 -0.021
C -2.321 3.367 -0.680 -0.281 0.605 0.022
O -1.455 4.393 -1.182 0.076 -0.413 0.263
H -2.813 2.896 -1.525 0.058 -0.017 -0.068
H -1.817 2.605 -0.080 0.167 0.064 -0.078
H -3.084 3.841 -0.059 -0.155 -0.305 0.012
H -1.262 4.959 -0.429 0.120 0.101 -0.135
C -0.216 -3.829 -1.989 -0.319 -0.124 0.130
O 0.809 -4.435 -2.762 0.261 0.077 -0.039
H -1.192 -3.889 -2.479 0.098 0.054 -0.091
H -0.315 -4.283 -0.997 0.134 0.020 -0.025
H 0.061 -2.784 -1.879 -0.018 0.038 0.026
H 0.616 -5.359 -2.942 -0.111 -0.002 0.080
C 1.510 2.960 -1.846 0.342 -0.292 0.197
O 2.497 2.110 -1.253 -0.059 0.216 -0.091
H 1.820 3.217 -2.860 -0.263 0.073 -0.052
H 0.527 2.481 -1.835 -0.001 0.036 -0.210
H 1.434 3.872 -1.258 0.074 -0.002 0.014
H 2.774 1.451 -1.917 -0.199 -0.159 0.265
C 0.241 3.048 2.113 -0.163 0.324 0.489
O -1.085 2.713 2.557 -0.018 0.046 -0.559
H 0.530 4.014 2.531 0.199 -0.072 0.003
H 0.943 2.282 2.431 0.198 0.069 -0.118
H 0.252 3.157 1.029 -0.127 -0.234 -0.035
H -1.223 3.067 3.437 0.016 -0.109 0.090
C -1.606 -2.961 2.546 -0.276 -0.291 -0.652
O -1.056 -1.880 3.249 0.163 0.261 0.071
H -2.670 -2.820 2.318 0.031 0.073 0.158
H -1.107 -3.118 1.579 0.094 0.021 0.088
H -1.507 -3.885 3.113 0.092 0.124 0.212
H -1.068 -1.103 2.655 -0.176 -0.077 0.087

---

102
Properties=species:S:1:pos:R:3:forces:R:3 method="wB97M-V/def2-TZVPD" e_lumo_ev=0.060 largest_force_ev_per_a=2.88 spin_multiplicity=1 total_energy_ev=-59636.545 de_lowest_kcal_mol=49.1 homo_ev=-9.222 gap_ev=9.3
C -4.454 2.397 -1.601 1.026 -0.945 0.839
O -3.119 2.946 -1.620 -1.424 1.132 -0.306
H -4.623 1.947 -0.623 -0.112 -0.170 0.164
H -5.271 3.109 -1.719 0.638 0.524 -0.377
H -4.565 1.584 -2.318 -0.065 0.088 -0.283
H -2.443 2.265 -1.575 -0.222 -0.471 -0.058
C 2.871 2.206 -2.352 -0.302 -0.088 0.477
O 3.315 2.560 -1.050 0.302 -0.009 0.069
H 1.960 2.784 -2.506 0.133 -0.055 -0.363
H 3.643 2.404 -3.096 -0.168 0.216 -0.214
H 2.627 1.144 -2.368 -0.158 -0.161 -0.208
H 4.153 2.106 -0.938 0.104 0.047 0.339
C -1.158 -1.000 -4.262 -0.309 0.592 -0.337
O -0.310 0.186 -4.328 -0.907 -0.976 -0.243
H -0.653 -1.677 -3.573 -0.595 -0.361 -0.142
H -2.188 -0.748 -4.013 0.390 0.509 1.211
H -1.432 -1.420 -5.230 1.188 -0.326 -0.438
H 0.514 -0.111 -4.720 0.200 0.192 0.002
C -0.023 0.855 3.763 0.424 0.672 0.052
O 0.797 -0.278 3.675 -0.332 -0.881 -0.008
H -0.619 1.043 2.870 -0.140 -0.182 -0.111
H -0.653 0.828 4.652 -0.061 0.158 0.023
H 0.731 1.640 3.832 -0.481 0.590 0.237
H 0.233 -1.054 3.628 -0.080 -0.244 -0.324
C -3.498 1.773 2.184 0.248 -0.202 0.496
O -3.653 0.596 1.421 0.099 -0.680 -0.336
H -4.474 2.233 2.342 0.148 0.420 -0.203
H -3.100 1.515 3.165 0.070 0.154 0.211
H -2.756 2.403 1.693 -0.365 0.376 -0.052
H -3.603 -0.150 2.024 -0.108 -0.031 -0.138
C -2.876 -2.235 -1.136 -0.470 -1.190 -0.579
O -3.373 -1.089 -1.729 -0.258 0.476 -0.230
H -3.055 -2.270 -0.062 0.162 -0.036 0.240
H -3.408 -3.060 -1.610 -0.145 -0.242 0.310
H -1.836 -2.445 -1.385 0.465 0.243 0.237
H -2.799 -0.377 -1.436 0.070 0.602 -0.007
C 3.575 0.734 2.044 -0.828 0.545 0.572
O 3.226 0.725 3.432 1.317 0.467 0.034
H 4.628 0.486 1.916 -0.156 -0.492 0.138
H 2.896 0.089 1.487 0.417 -0.224 -0.174
H 3.469 1.738 1.632 -0.137 0.221 -0.044
H 2.315 0.478 3.604 0.052 -0.467 -0.549
C 1.023 3.957 1.285 1.454 0.384 0.078
C 1.982 5.121 1.728 -0.679 -1.769 0.182
O 1.837 6.312 1.034 -0.204 0.808 -0.336
O -0.234 3.937 1.878 -1.367 0.499 0.401
H 1.515 3.029 1.573 0.449 -0.213 -0.351
H 0.854 3.982 0.208 0.207 0.042 -0.005
H 3.005 4.765 1.614 0.077 -0.023 -0.170
H 1.810 5.243 2.798 0.055 0.147 0.272
H 1.335 6.930 1.571 -0.085 0.001 -0.150
H -0.152 3.710 2.807 0.082 0.050 0.063
C 1.212 -4.621 -1.837 0.114 -1.036 1.456
C 0.030 -4.985 -0.891 1.703 0.454 -1.341
O -0.996 -5.594 -1.643 -0.298 -0.214 0.283
O 0.822 -3.654 -2.761 0.140 1.072 -0.254
H 1.718 -5.465 -2.306 -0.594 -0.493 -0.352
H 2.022 -4.263 -1.202 -0.097 0.842 -0.021
H -0.265 -4.002 -0.525 -0.487 -0.141 0.463
H 0.377 -5.644 -0.094 -0.013 0.195 0.196
H -1.077 -6.470 -1.260 -0.396 -0.094 -0.325
H 0.105 -3.976 -3.312 -0.113 -0.363 0.061
C 2.625 -2.964 1.347 0.018 -0.097 1.093
C 3.315 -2.820 2.712 0.620 1.123 0.672
O 2.667 -3.629 3.721 -0.280 -0.436 -1.018
O 3.206 -2.203 0.288 0.513 -1.140 1.388
H 1.614 -2.677 1.636 -0.481 0.243 -0.756
H 2.601 -4.036 1.152 0.041 -0.175 -0.536
H 3.245 -1.782 3.038 -0.055 0.192 -0.177
H 4.387 -3.019 2.680 0.070 -0.431 -0.186
H 2.773 -3.258 4.600 0.258 0.293 -0.225
H 2.528 -1.657 -0.116 -0.522 0.162 -0.191
C 0.039 3.609 -4.596 0.557 0.497 0.667
C -0.266 5.060 -4.177 0.717 -0.957 -1.024
O -1.548 5.396 -4.623 -0.419 0.608 0.035
O -0.687 2.781 -3.733 -0.923 0.077 0.669
H 1.091 3.362 -4.451 0.440 0.332 -0.266
H -0.219 3.454 -5.644 -0.131 0.107 -0.123
H 0.430 5.726 -4.688 -0.011 0.074 -0.109
H -0.086 5.196 -3.110 -0.328 -0.131 0.238
H -2.183 4.761 -4.282 -0.010 -0.207 0.304
H -0.746 1.881 -4.061 0.185 -0.123 -0.351
C -0.950 -3.334 3.774 0.298 -0.094 -0.898
C -0.688 -4.608 2.944 1.014 0.263 2.678
O -1.837 -5.000 2.302 -1.179 -0.207 -1.538
O -1.223 -2.301 2.868 -0.272 1.431 -0.657
H -0.095 -2.946 4.327 0.168 -0.700 0.235
H -1.820 -3.412 4.426 0.089 -0.571 0.369
H -0.347 -5.356 3.660 0.140 -0.402 0.014
H 0.136 -4.474 2.243 -0.287 0.275 -0.151
H -2.472 -5.430 2.879 0.207 0.008 0.236
H -2.027 -2.513 2.388 -0.064 -0.111 -0.208
C -0.444 0.895 -0.339 -0.857 -0.523 2.314
C 0.209 -0.448 0.149 -0.667 2.502 0.466
O 1.091 -1.012 -0.777 0.194 -0.039 -0.416
O -1.358 0.740 -1.376 0.366 -0.183 -1.543
H 0.203 1.770 -0.392 0.675 -0.392 -0.875
H -1.139 1.264 0.415 0.269 -0.426 0.974
H -0.538 -1.136 0.547 -0.140 -0.158 -0.372
H 0.771 -0.103 1.017 0.381 -0.352 0.111
H 0.645 -1.644 -1.345 -0.132 -0.241 -0.238
H -0.841 0.692 -2.183 -0.042 -0.029 -0.682

---

109
Properties=species:S:1:pos:R:3:forces:R:3 method="wB97M-V/def2-TZVPD" e_lumo_ev=-0.349 largest_force_ev_per_a=8.38 spin_multiplicity=1 total_energy_ev=-64334.156 de_lowest_kcal_mol=45.1 homo_ev=-7.985 gap_ev=7.6
C -2.437 4.743 -2.373 0.309 -2.344 0.577
C -1.100 3.975 -2.286 -1.484 -0.702 -0.780
O -1.326 3.007 -1.272 0.139 0.221 -0.174
H -3.214 3.968 -2.645 0.594 1.186 0.333
H -2.431 5.560 -3.036 0.021 0.899 -1.056
H -2.587 5.102 -1.373 -0.564 0.217 0.485
H -0.283 4.662 -2.113 0.446 0.054 0.376
H -0.953 3.464 -3.263 0.323 0.222 0.321
H -0.507 2.561 -1.009 0.239 0.348 0.025
C -1.162 -2.632 -2.950 -0.245 0.337 -0.706
C 0.024 -3.573 -2.740 -2.583 -0.531 -0.009
O 0.294 -3.569 -1.391 0.143 -0.875 2.251
H -1.555 -2.635 -3.932 0.035 -0.365 -1.753
H -0.929 -1.576 -2.834 0.108 -0.035 0.863
H -2.093 -2.917 -2.448 0.471 0.025 0.864
H 0.902 -3.273 -3.272 0.498 0.137 -0.435
H -0.325 -4.595 -3.052 0.615 0.577 -0.195
H -0.474 -3.989 -0.883 1.569 1.116 -1.608
C 1.045 0.475 -3.355 -1.865 0.176 -0.158
C 0.856 -0.208 -4.666 0.950 -1.072 0.846
O 2.161 -0.622 -5.071 -0.348 -0.986 -1.023
H 0.090 0.750 -2.953 -0.853 0.515 0.151
H 1.589 1.360 -3.463 1.055 1.376 -0.107
H 1.437 -0.106 -2.558 0.861 -0.937 0.263
H 0.357 0.319 -5.455 -0.170 0.976 -0.286
H 0.260 -1.094 -4.515 -0.382 -0.492 0.109
H 1.974 -1.426 -5.591 0.751 0.519 0.130
C -1.396 2.559 3.980 0.456 -0.511 0.686
C -1.834 3.972 4.194 -0.131 -0.138 -0.947
O -1.731 4.643 2.918 -0.864 1.119 0.020
H -1.324 1.925 4.850 -0.318 0.278 0.931
H -0.421 2.426 3.562 0.645 0.471 -0.675
H -2.078 2.029 3.381 -0.977 -0.530 -1.154
H -1.121 4.503 4.785 0.088 0.239 1.322
H -2.878 3.960 4.577 0.683 0.393 -0.033
H -2.032 5.580 3.038 0.378 -1.323 -0.140
C -3.025 1.010 -2.984 0.214 -0.552 -1.556
C -3.807 -0.174 -3.593 1.791 1.420 1.382
O -4.839 -0.544 -2.718 0.446 -1.689 0.391
H -2.534 0.731 -2.054 0.035 0.237 -0.101
H -3.623 1.891 -2.883 -0.551 0.430 0.473
H -2.296 1.282 -3.764 0.274 -0.053 0.469
H -3.009 -0.928 -3.649 -0.994 -0.458 -0.376
H -4.228 0.105 -4.521 -0.135 -0.003 -1.298
H -5.676 -0.222 -2.985 -1.131 0.546 -0.505
C -3.450 -0.733 0.666 3.526 2.794 5.673
O -2.920 -0.142 1.759 -2.112 -1.808 -3.984
N -4.169 -0.140 -0.213 -2.494 3.771 -2.569
N -3.169 -1.967 0.422 1.072 -2.956 0.044
H -4.257 0.867 -0.063 -0.011 -0.520 0.117
H -4.308 -0.387 -1.225 0.077 -0.255 1.698
H -2.475 -2.426 1.016 -0.294 -0.061 0.179
H -3.585 -2.482 -0.314 -0.557 0.026 -0.657
C -1.052 -4.370 1.145 -3.712 5.954 4.580
O -1.586 -3.319 1.892 3.438 -6.161 -3.431
N 0.039 -4.961 1.597 0.481 -1.154 1.512
N -1.593 -4.797 0.001 -2.661 0.629 -1.145
H 0.102 -4.867 2.630 0.257 -0.382 -1.134
H 0.567 -5.653 1.072 -0.353 0.118 0.331
H -2.507 -4.330 -0.333 2.185 -1.306 0.962
H -1.392 -5.747 -0.264 -0.321 -0.026 -0.255
C 2.361 3.770 -0.739 -5.129 -4.667 -1.541
O 1.458 2.800 -0.643 3.705 3.680 -0.335
N 3.050 4.249 0.226 1.265 0.154 5.506
N 2.666 4.345 -1.868 -0.168 0.739 -2.773
H 2.732 3.787 1.065 0.467 0.124 0.429
H 3.158 5.234 0.354 0.200 0.368 -0.309
H 2.176 3.990 -2.639 -0.543 -0.139 -1.283
H 3.356 5.059 -2.010 0.103 -0.155 0.230
C 2.036 0.810 3.386 -1.123 -7.153 -0.195
O 1.417 -0.472 3.232 2.990 6.713 1.467
N 1.940 1.713 2.464 -1.615 2.463 -2.155
N 2.940 1.103 4.322 0.229 -0.722 2.583
H 1.216 1.407 1.797 -0.089 0.757 -0.159
H 1.937 2.720 2.747 -0.034 -1.553 -0.403
H 3.435 2.015 4.368 -0.794 -1.394 -0.100
H 2.943 0.453 5.123 0.400 0.800 -0.766
C 2.996 -3.283 2.797 5.244 5.195 3.134
O 3.853 -2.357 3.351 -4.000 -5.028 -2.673
N 1.875 -2.954 2.229 -3.132 -0.597 -1.023
N 3.284 -4.569 2.742 1.604 -4.637 -0.290
H 1.540 -2.058 2.538 -0.609 1.026 0.229
H 1.195 -3.703 1.896 1.771 2.186 0.562
H 4.262 -4.860 2.770 -0.519 0.550 0.386
H 2.695 -5.356 2.369 0.604 1.895 0.458
C 3.907 1.130 -1.570 0.796 1.852 -1.579
O 5.076 1.702 -1.032 0.262 -0.017 0.866
H 3.210 0.782 -0.916 -1.389 -0.542 2.890
H 4.100 0.286 -2.147 0.743 -1.454 -1.564
H 3.378 1.877 -2.140 -0.151 0.084 -0.592
H 5.473 2.263 -1.699 -0.022 -0.078 -0.087
C -1.220 -0.913 4.852 1.368 -0.648 0.298
O -2.159 -0.446 5.793 -0.077 -1.171 2.218
H -0.169 -0.777 5.164 -0.391 0.514 -0.079
H -1.396 -0.421 3.922 -0.075 0.401 -0.552
H -1.245 -1.985 4.657 -0.623 -0.291 -0.010
H -2.034 -0.975 6.646 -0.281 1.183 -1.851
C 3.069 -2.259 -0.678 -2.440 0.104 0.248
O 3.099 -1.313 0.354 0.307 -0.559 0.570
H 2.690 -3.236 -0.322 0.280 0.256 -0.140
H 3.986 -2.394 -1.158 1.730 -0.081 -0.749
H 2.310 -1.904 -1.385 0.189 -0.320 -0.447
H 2.711 -1.827 1.088 0.361 1.057 -0.049
C -0.045 -0.307 0.345 1.826 1.386 -1.772
O -0.286 0.771 1.210 0.539 -0.015 -0.520
H 0.033 -1.302 0.788 0.217 0.222 0.293
H 0.919 0.079 -0.145 -0.969 -1.491 0.483
H -0.773 -0.359 -0.475 -0.263 0.018 0.136
H -1.157 0.657 1.543 -1.822 -0.119 0.896